The following is a quantum chemistry calculation of an isolated molecule of C27H26ClN3O4, from the OMol25 dataset.

```
61
Properties=species:S:1:pos:R:3:mulliken_charge:R:1
C 1.6734 -2.4944 3.5658 -1.044
C 1.8461 -0.9922 3.4281 -0.295
O 0.5942 -0.4171 3.0652 -0.191
C 0.6342 0.7741 2.4421 0.149
O 1.6691 1.3695 2.2341 -0.666
C -0.6968 1.2125 2.0213 0.057
C -0.9305 2.4729 1.6000 0.587
C 0.0291 3.5888 1.6659 -0.051
C 0.5751 3.9843 2.8821 -0.030
C 1.4415 5.0592 2.9359 -0.854
C 1.7683 5.7505 1.7806 -0.391
C 1.2218 5.3659 0.5687 -0.693
C 0.3486 4.2945 0.5111 -0.385
N -2.1726 2.8005 1.0781 -0.084
C -3.2381 1.9300 1.3226 0.344
N -4.4833 2.4934 1.1602 -0.555
N -3.1169 0.7437 1.7372 -0.774
C -1.8051 0.1733 1.9443 -0.221
C -1.4650 -0.7913 0.8264 0.709
C -1.4593 -0.3734 -0.4943 -1.297
C -1.0884 -1.2447 -1.5013 -0.757
C -0.6946 -2.5482 -1.2254 1.268
O -0.2775 -3.4320 -2.1982 -0.395
C -0.4422 -3.0819 -3.5495 -1.009
C 0.5094 -2.0199 -4.0497 0.275
C 1.6909 -1.7458 -3.3748 0.041
C 2.5639 -0.7807 -3.8431 -0.793
C 2.2549 -0.0926 -5.0045 0.417
Cl 3.3410 1.1133 -5.6011 -0.223
C 1.0836 -0.3584 -5.6965 -0.687
C 0.2151 -1.3188 -5.2130 -0.359
C -0.7058 -2.9845 0.1105 -0.150
O -0.3224 -4.2113 0.5782 -0.504
C -0.2699 -5.3290 -0.2790 -0.779
C -1.1020 -2.0962 1.1048 -0.076
H 1.3477 -2.9250 2.6227 0.140
H 0.9277 -2.7161 4.3248 0.287
H 2.6190 -2.9434 3.8568 0.444
H 2.5845 -0.7416 2.6582 0.353
H 2.1761 -0.5458 4.3745 0.256
H 0.3170 3.4427 3.7795 0.450
H 1.8652 5.3594 3.8828 0.383
H 2.4502 6.5869 1.8252 0.393
H 1.4769 5.8997 -0.3352 0.397
H -0.0684 3.9836 -0.4365 0.420
H -2.3756 3.7839 0.9650 0.425
H -5.2272 1.8139 1.1917 0.272
H -4.5756 3.1775 0.4254 0.214
H -1.8465 -0.3888 2.8849 0.590
H -1.7385 0.6383 -0.7461 0.354
H -1.0771 -0.8859 -2.5183 0.276
H -1.4809 -2.7823 -3.7497 0.404
H -0.2491 -4.0158 -4.0925 0.384
H 1.9250 -2.2863 -2.4704 0.392
H 3.4765 -0.5641 -3.3109 0.416
H 0.8547 0.1840 -6.6003 0.416
H -0.7020 -1.5254 -5.7458 0.396
H -0.1305 -6.1866 0.3797 0.335
H -1.2004 -5.4505 -0.8388 0.278
H 0.5657 -5.2681 -0.9794 0.203
H -1.1041 -2.4582 2.1202 0.539
```

Properties
Energy relative to the best compared isomer or geometry (same formula, charge and spin): 4.1 kcal per mole
LUMO energy: 0.0221 Eh
Gap between HOMO and LUMO: 8.53 eV
SMILES: CCOC(=O)C1=C(c2ccccc2)NC(N)=N[C@H]1c1ccc(OCc2ccc(Cl)cc2)c(OC)c1
HOMO energy: -7.9 eV